# 1
11
Properties=species:S:1:pos:R:3 method="wB97M-V/def2-TZVPD" total_energy_ev=-8884.76146 lumo_ev="1.16 / -1.59" spin_multiplicity=3 homo_energy_ev="-7.208 / -9.931" s_squared=2.01 homo_lumo_gap_ev="8.36 / 8.34" charge=0 max_force_ev_per_a=3.27
C -1.75 -0.21 0.88
C -0.99 0.17 -0.14
C 0.46 0.51 -0.08
N 2.44 -0.42 -0.57
N 1.27 -0.33 -0.93
F -1.58 0.27 -1.37
H -2.80 -0.73 0.87
H -1.21 -0.25 1.85
H 0.57 1.58 -0.48
H 0.68 0.60 1.02
H 2.90 -1.19 -1.04



# 2
11
Properties=species:S:1:pos:R:3 method="wB97M-V/def2-TZVPD" total_energy_ev=-8883.94544 lumo_ev="0.99 / -1.65" spin_multiplicity=3 homo_energy_ev="-6.265 / -9.927" s_squared=2.02 homo_lumo_gap_ev="7.25 / 8.27" charge=0 max_force_ev_per_a=4.28
C -2.88 0.03 2.33
C 0.76 -1.31 -1.51
C 1.77 -0.79 -0.85
N -2.74 -0.17 1.08
N -2.56 -0.36 -0.05
F 1.55 0.06 0.22
H -3.88 -0.02 2.79
H -2.07 -0.20 3.02
H 0.84 -1.86 -2.47
H -0.18 -1.04 -1.15
H 2.74 -1.08 -1.00



# 3
10
Properties=species:S:1:pos:R:3 method="wB97M-V/def2-TZVPD" total_energy_ev=-7952.17741 lumo_ev=0.81 homo_energy_ev=-8.081 homo_lumo_gap_ev=8.89 charge=0 max_force_ev_per_a=6.19
C -1.90 -0.39 0.28
C -1.16 0.49 -0.25
C 2.64 -0.58 -0.55
O 2.82 0.26 0.41
F 0.09 0.72 0.40
H -1.91 -0.99 1.24
H -2.93 -0.51 -0.11
H 1.65 -0.50 -0.99
H -1.29 0.92 -1.20
H 1.97 0.59 0.77



# 4
10
Properties=species:S:1:pos:R:3 method="wB97M-V/def2-TZVPD" total_energy_ev=-7952.10012 lumo_ev=0.56 homo_energy_ev=-8.256 homo_lumo_gap_ev=8.82 charge=0 max_force_ev_per_a=4.46
C -0.75 1.58 0.84
C -1.60 0.81 0.18
C 1.97 -1.38 -0.16
O 0.97 -1.42 -0.94
F -1.27 -0.44 0.02
H 0.19 1.05 1.21
H -0.79 2.53 1.19
H 2.86 -1.93 -0.47
H -2.59 1.18 -0.07
H 1.01 -1.99 -1.80



Let's list ΔE to the lowest compared entry with this formula, charge and spin in order: 0.0; 18.8; 99.9; 101.7 kcal per mole.